[1]
# C15H18Br24O3Si

C15H18Br24O3Si as an isolated structure (wB97M-V/def2-TZVPD, the OMol25 dataset).

Atoms and positions in Å:
C (-3.6324, 1.3926, -0.4112)
C (-2.7930, 1.4771, -1.2647)
C (-1.7494, 1.2241, -2.2692)
Si (-0.1335, 2.0678, -1.8064)
C (-0.2750, 3.9591, -1.6739)
C (1.0711, 4.4581, -1.1581)
O (1.1609, 5.1095, -0.1480)
C (0.6629, 1.3928, -0.2148)
C (-0.2558, 0.4111, 0.5385)
O (-0.5542, -0.6620, 0.0860)
O (-0.7414, 0.7734, 1.7565)
H (-4.2224, 1.1833, 0.4572)
H (-1.5435, 0.1485, -2.3642)
H (-2.0958, 1.5619, -3.2594)
H (0.8027, 1.7920, -2.9275)
H (-0.4201, 4.4020, -2.6685)
H (-1.0737, 4.2771, -0.9946)
H (2.0008, 4.1878, -1.7070)
H (0.9740, 2.1784, 0.4890)
H (1.5729, 0.8669, -0.5072)
H (-0.5702, 1.7265, 1.8335)
C (1.0091, 3.9203, -5.9875)
Br (-0.6715, 4.8395, -6.1942)
Br (2.4949, 5.1463, -5.9022)
Br (0.9671, 2.7275, -4.4238)
H (1.1502, 3.3096, -6.8705)
C (-6.0412, 0.2664, -3.8033)
Br (-6.3592, -1.5260, -3.1819)
Br (-5.5187, 1.4300, -2.3479)
Br (-4.7475, 0.3063, -5.2339)
H (-6.9731, 0.6360, -4.2086)
C (3.6463, -1.5085, 1.3483)
Br (3.8148, -3.2453, 2.1666)
Br (1.8756, -0.7777, 1.5806)
Br (5.0143, -0.2913, 1.9631)
H (3.7971, -1.6421, 0.2858)
C (3.6264, -6.3965, 5.1383)
Br (2.0941, -5.3671, 5.6858)
Br (3.6596, -8.1353, 5.9679)
Br (3.7482, -6.5208, 3.2195)
H (4.5055, -5.8651, 5.4772)
C (-1.6216, 0.6930, 5.7590)
Br (0.2077, 0.6795, 5.1506)
Br (-1.7957, 1.5495, 7.4785)
Br (-2.7998, 1.4796, 4.4545)
H (-1.9240, -0.3372, 5.8830)
C (7.7032, -6.1705, 1.7750)
Br (9.5840, -6.3568, 1.4022)
Br (7.3940, -5.2058, 3.4136)
Br (6.7541, -5.3820, 0.2952)
H (7.3051, -7.1663, 1.9131)
C (-4.1322, -5.1132, -3.6587)
Br (-3.0762, -4.0913, -2.4107)
Br (-5.6410, -5.9512, -2.7991)
Br (-4.6789, -4.0453, -5.1657)
H (-3.5015, -5.9044, -4.0387)
C (-1.9608, 5.2716, 2.7992)
Br (-1.2645, 4.5450, 4.4399)
Br (-0.9380, 6.7837, 2.1904)
Br (-2.1123, 3.9098, 1.4355)
H (-2.9618, 5.6254, 3.0033)

Its largest force on an atom is 3.21 eV Å⁻¹. The value obtained for the HOMO energy is -9.3 eV. The value obtained for the LUMO energy is -0.19 eV. The calculation puts the calculated total energy at -1710880.56084 eV. As for the relative energy (zero: lowest compared OMol25 entry of this formula, charge and spin): 0.0 kcal/mol. Its spin multiplicity is 1.


[2]
# C24H36FeN7Si2

C24H36FeN7Si2 as an isolated structure (wB97M-V/def2-TZVPD, the OMol25 dataset).

Atoms and positions in Å:
Fe (0.4193, 0.1461, 0.3064)
C (-1.5783, -1.2738, 4.1363)
Si (-1.7793, -1.4221, 2.2478)
C (-3.5004, -2.1944, 1.9635)
C (-0.5176, -2.7306, 1.7026)
N (-1.4216, -0.0172, 1.3663)
C (-2.0806, 1.1859, 1.4371)
C (-3.1867, 1.4246, 2.2663)
C (-3.8249, 2.6577, 2.3314)
C (-3.3655, 3.6978, 1.5418)
C (-2.2762, 3.4930, 0.7023)
C (-1.5981, 2.2666, 0.6235)
N (-0.4937, 2.0362, -0.1662)
Si (0.2691, 3.1967, -1.1509)
C (1.7992, 2.3914, -1.9432)
C (-0.8227, 3.8419, -2.5773)
C (0.9252, 4.7235, -0.2186)
H (-1.6815, -2.2447, 4.6307)
H (-2.3127, -0.5935, 4.5732)
H (-0.5864, -0.8772, 4.3683)
H (-3.5887, -3.1538, 2.4826)
H (-3.6689, -2.3706, 0.8979)
H (-4.3041, -1.5460, 2.3191)
H (-0.7492, -3.7141, 2.1231)
H (0.4796, -2.4396, 2.0462)
H (-0.4877, -2.8206, 0.6141)
H (-3.5376, 0.6077, 2.8901)
H (-4.6718, 2.8013, 2.9941)
H (-3.8419, 4.6720, 1.5824)
H (-1.9224, 4.3140, 0.0890)
H (1.6305, 2.1172, -2.9875)
H (2.0905, 1.4985, -1.3838)
H (2.6459, 3.0833, -1.9286)
H (-1.2794, 3.0033, -3.1098)
H (-0.2541, 4.4326, -3.3027)
H (-1.6363, 4.4682, -2.2045)
H (1.5945, 4.3959, 0.5814)
H (0.1167, 5.2919, 0.2437)
H (1.4844, 5.3990, -0.8733)
C (1.8433, 0.6392, 1.7608)
H (2.1833, -0.2820, 2.2557)
H (1.4214, 1.3059, 2.5140)
H (2.7126, 1.1289, 1.3029)
C (0.8273, -0.7744, -3.2002)
C (1.6323, -1.5756, -2.2368)
N (1.4623, -1.5778, -0.9331)
C (2.3714, -2.4649, -0.4074)
C (3.1077, -3.0026, -1.4098)
N (2.6221, -2.4458, -2.5796)
C (3.1932, -2.6311, -3.8916)
N (4.2679, -1.7265, -4.1816)
N (4.0262, -0.5617, -4.8458)
N (5.1236, 0.0609, -5.0110)
C (6.1415, -0.6731, -4.4651)
C (7.5168, -0.4405, -4.4024)
C (8.2925, -1.4076, -3.7981)
C (7.7367, -2.5754, -3.2576)
C (6.3763, -2.8185, -3.3061)
C (5.5978, -1.8477, -3.9231)
H (0.1839, -0.1109, -2.6255)
H (0.2007, -1.4171, -3.8231)
H (1.4711, -0.1763, -3.8457)
H (2.4207, -2.6434, 0.6531)
H (3.8955, -3.7364, -1.4000)
H (2.4185, -2.4783, -4.6392)
H (3.5654, -3.6523, -3.9563)
H (7.9455, 0.4650, -4.8083)
H (9.3630, -1.2604, -3.7362)
H (8.3843, -3.3003, -2.7829)
H (5.9556, -3.7177, -2.8756)

The charge is -1. Its largest force on an atom is 1.49 eV Å⁻¹. The value obtained for the HOMO energy (spin up / spin down) is -2.4 / -2.7 eV. The value obtained for the LUMO energy (spin up / spin down) is 1.62 / 1.62 eV. The calculation puts the calculated total energy at -86049.01115 eV. Its spin multiplicity is 5.


[3]
# C16H16BN6V

C16H16BN6V as an isolated structure (wB97M-V/def2-TZVPD, the OMol25 dataset).

Atoms and positions in Å:
V (-0.1806, -0.1784, 0.5038)
C (4.1380, -0.7733, -0.2579)
C (4.5714, 0.5041, -0.5655)
C (3.6607, 1.5486, -0.5597)
C (2.3368, 1.2908, -0.2416)
N (1.9217, 0.0472, 0.0640)
C (2.8028, -0.9569, 0.0499)
C (1.2843, 2.3437, -0.2342)
C (1.5394, 3.6693, -0.5474)
C (0.4952, 4.5803, -0.5380)
C (-0.7794, 4.1459, -0.2198)
C (-0.9606, 2.8088, 0.0813)
N (0.0433, 1.9273, 0.0793)
H (4.8131, -1.6165, -0.2567)
H (5.6077, 0.6900, -0.8129)
H (3.9871, 2.5469, -0.8063)
H (2.4075, -1.9356, 0.2884)
H (2.5353, 3.9967, -0.8021)
H (0.6790, 5.6179, -0.7814)
H (-1.6220, 4.8214, -0.2058)
H (-1.9373, 2.4121, 0.3273)
B (-1.6354, -1.6460, -1.0675)
N (-2.7363, -0.9643, -0.2259)
C (-4.0738, -0.9828, -0.2407)
C (-4.5327, -0.1905, 0.7962)
C (-3.3762, 0.2897, 1.4089)
N (-2.2961, -0.1851, 0.7900)
N (-0.9511, -2.7404, -0.2177)
C (-0.9566, -4.0781, -0.2265)
C (-0.1647, -4.5247, 0.8160)
C (0.3028, -3.3610, 1.4251)
N (-0.1804, -2.2882, 0.7997)
H (-2.0222, -2.0381, -2.1229)
H (-0.7506, -0.7587, -1.2605)
H (-4.6079, -1.5525, -0.9824)
H (-5.5538, 0.0080, 1.0675)
H (-3.2766, 0.9380, 2.2659)
H (-1.5191, -4.6211, -0.9673)
H (0.0412, -5.5428, 1.0932)
H (0.9458, -3.2514, 2.2842)

The charge is +1. Its largest force on an atom is 0.12 eV Å⁻¹. The value obtained for the HOMO energy (spin up / spin down) is -11.0 / -12.1 eV. The value obtained for the LUMO energy (spin up / spin down) is -3.68 / -3.77 eV. The calculation puts the calculated total energy at -52153.75483 eV. As for the relative energy (zero: lowest compared OMol25 entry of this formula, charge and spin): 0.0 kcal/mol. Its spin multiplicity is 4.


[4]
# C5H10O

One molecule with the formula C5H10O (wB97M-V/def2-TZVPD, the OMol25 dataset).

Atoms and positions in Å:
C (-0.3959, -1.3990, 1.4922)
C (-0.4886, -0.6615, 0.1926)
C (0.4528, 0.1427, -0.3112)
C (1.9057, 0.1283, 0.0931)
O (0.1726, 1.0773, -1.2688)
C (-1.2001, 1.3828, -1.4583)
H (0.3734, -0.9682, 2.1410)
H (-0.2099, -2.4728, 1.3861)
H (-1.3528, -1.2817, 2.0159)
H (-1.4399, -0.7175, -0.3239)
H (2.1291, 0.8045, 0.9264)
H (2.1985, -0.8835, 0.3911)
H (2.5375, 0.4234, -0.7509)
H (-1.6476, 0.7487, -2.2338)
H (-1.2560, 2.4302, -1.7557)
H (-1.7787, 1.2464, -0.5356)

Its largest force on an atom is 0.35 eV Å⁻¹. The value obtained for the HOMO energy is -8.2 eV. The value obtained for the LUMO energy is 1.06 eV. The calculation puts the calculated total energy at -7393.54542 eV. As for the relative energy (zero: lowest compared OMol25 entry of this formula, charge and spin): 28.1 kcal/mol. Its spin multiplicity is 1.